The following is a quantum chemistry calculation of 7 unconnected molecules or ions with the total composition C43H96N5O7 at a distorted geometry, from the OMol25 dataset.

Summary:
* HOMO-LUMO gap: 6.0925 eV
* electronic energy: -67901.506 eV
* molecular weight: 795.3 Da
* strongest force on any atom: 7.13 eV/Å
* relative energy (zero: lowest compared OMol25 entry of this formula, charge and spin): 201.97 kJ/mol
* total charge: +3
* LUMO energy: -5.71 eV

Bonds (Å) are listed after each position.
Element x y z (Å)
1 H -0.35612 -5.85947 -1.35089  C36 1.090
2 H 1.57312 5.13676 -1.66155  C11 1.090
3 H -7.84714 -1.28397 2.61076  C44 1.090
4 H 4.84116 1.47702 8.98444  C143 1.090
5 H 2.63292 0.41020 3.96903  C47 1.090
6 C 2.89954 6.37702 -4.11764  H86 1.090, C139 1.500, C140 1.631, H148 1.090
7 C 0.60029 0.98253 4.07987  C47 1.578, H63 1.090, C64 1.536, H94 1.090
8 H -1.18335 -0.03908 -1.70933  O115 0.960
9 O 3.68390 4.13201 -0.41092  H27 0.960, C28 1.411
10 H 2.45810 -0.59448 -0.80271  C137 1.090
11 C 0.56806 5.21330 -2.07640  H2 1.090, H74 1.090, N82 1.522, H112 1.090
12 H -3.18400 4.01005 -5.28945  C33 1.090
13 H 0.49745 -0.18937 6.80406  C129 1.090
14 H -2.28482 -3.89482 -0.92567  C111 1.090
15 H -8.55311 -1.44702 -0.31565  C35 1.090
16 C -0.87470 5.11947 -4.05310  N82 1.542, H83 1.090, H116 1.090, C125 1.559
17 H 3.05198 3.83638 -2.90947  C123 1.090
18 H 3.31111 2.96440 -4.40616  C123 1.090
19 H -6.84564 -1.81841 -3.32009  C52 1.090
20 C 1.22390 3.77059 -4.14416  H53 1.090, N82 1.612, C123 1.624, H132 1.090
21 C -0.31603 1.19986 -1.13720  O61 1.198, O115 1.296, O133 1.252
22 H 3.39131 -0.17791 8.70122  C146 1.090
23 H 5.73942 0.32095 0.72562  C43 1.090
24 C 0.65599 -2.99583 0.49619  C45 1.504, H50 1.090, N55 1.585, H69 1.090
25 H 3.29644 -3.58173 2.79579  C128 1.090
26 H 2.39336 -5.68113 2.08553  C66 1.090
27 H 4.18472 4.94366 -0.52046  O9 0.960
28 C 4.47757 3.04293 -0.82864  O9 1.411, H78 1.090, C102 1.491, H135 1.090
29 H 1.25975 1.05341 2.00951  C64 1.090
30 C -5.89149 -0.19276 -2.33755  H40 1.090, H41 1.090, C52 1.538, C107 1.532
31 H 1.50120 -1.98579 2.26908  C45 1.090
32 H -1.21812 -2.70637 -1.61482  C111 1.090
33 C -3.13200 3.84432 -4.21338  H12 1.090, H72 1.090, C125 1.565, H144 1.090
34 H -5.50707 -3.47136 -0.34823  C109 1.090
35 C -7.55533 -1.76314 -0.01135  H15 1.090, C58 1.529, H118 1.090, N127 1.611
36 C -0.25723 -4.77477 -1.30894  H1 1.090, N55 1.598, C111 1.584, H136 1.090
37 H -0.87455 -6.15940 0.72969  C149 1.090
38 H -3.59030 -2.07620 -0.57718  C60 1.090
39 H -0.34585 1.46157 2.24397  C64 1.090
40 H -5.55722 0.15018 -3.31671  C30 1.090
41 H -6.38217 0.62943 -1.81664  C30 1.090
42 H -5.12706 -3.31853 -2.02505  C109 1.090
43 C 5.70725 0.26696 -0.36257  H23 1.090, H70 1.090, H77 1.090, N98 1.519
44 C -8.53209 -2.07827 2.31406  H3 1.090, C58 1.519, H88 1.090, H93 1.090
45 C 1.41584 -2.96308 1.79398  C24 1.504, H31 1.090, H71 1.090, C128 1.536
46 H 0.93385 6.25315 -5.27418  C140 1.090
47 C 1.83058 0.19364 4.67433  H5 1.090, C7 1.578, N51 1.571, H91 1.090
48 C -1.86562 -4.13045 -3.07859  H87 1.090, H90 1.090, C111 1.568, H119 1.090
49 C 1.95494 -2.43762 -3.66228  O96 1.326, O117 1.188, O147 1.259
50 H 1.13441 -2.59155 -0.39587  C24 1.090
51 N 2.33328 0.57071 6.11416  C47 1.571, C79 1.561, C84 1.537, C129 1.556
52 C -7.02795 -1.22532 -2.42393  H19 1.090, C30 1.538, H65 1.090, N127 1.519
53 H 1.00826 3.50058 -5.17794  C20 1.090
54 H 2.72741 -1.49856 6.38704  C79 1.090
55 N 0.48852 -4.51666 0.08047  C24 1.585, C36 1.598, C75 1.594, C149 1.591
56 H 3.81773 -5.38862 1.38050  C66 1.090
57 H 1.00907 -1.35147 -2.89710  O96 0.960
58 C -7.90870 -2.74993 1.10234  C35 1.529, C44 1.519, H62 1.090, H142 1.090
59 H 1.43035 0.44383 8.09840  C129 1.090
60 C -4.58667 -1.66559 -0.74069  H38 1.090, H76 1.090, C107 1.519, C109 1.491
61 O 0.25836 0.95629 -2.16034  C21 1.198
62 H -7.00435 -3.31565 1.32639  C58 1.090
63 H -0.33337 0.73878 4.58678  C7 1.090
64 C 0.38882 0.72952 2.57932  C7 1.536, H29 1.090, H39 1.090, H80 1.090
65 H -8.03495 -0.80865 -2.44500  C52 1.090
66 C 2.80500 -4.98646 1.35335  H26 1.090, H56 1.090, C75 1.581, C128 1.492
67 H 3.35562 0.88400 -2.76375  C126 1.090
68 H 4.90539 -0.90519 8.11486  C146 1.090
69 H -0.29757 -2.58581 0.82890  C24 1.090
70 H 6.48327 0.90952 -0.77851  C43 1.090
71 H 0.85960 -3.38439 2.63136  C45 1.090
72 H -3.67614 2.90750 -4.09340  C33 1.090
73 H -0.11369 -5.38844 2.15179  C149 1.090
74 H 0.10968 6.18225 -1.87862  C11 1.090
75 C 1.92490 -5.20734 0.05854  N55 1.594, C66 1.581, H100 1.090, H108 1.090
76 H -4.85571 -1.34831 0.26681  C60 1.090
77 H 5.98678 -0.73302 -0.69422  C43 1.090
78 H 5.46946 3.14652 -0.38872  C28 1.090
79 C 3.30165 -0.58259 6.52615  N51 1.561, H54 1.090, H134 1.090, C146 1.592
80 H 0.14448 -0.32390 2.44255  C64 1.090
81 H 3.40608 5.20670 -5.68531  C139 1.090
82 N 0.59743 5.15088 -3.59642  C11 1.522, C16 1.542, C20 1.612, C140 1.584
83 H -0.86730 5.37226 -5.11336  C16 1.090
84 C 3.01919 1.94438 6.18518  N51 1.537, C92 1.565, H113 1.090, H121 1.090
85 H 0.58668 1.61718 7.11708  C129 1.090
86 H 3.20274 6.29991 -3.07351  C6 1.090
87 H -2.53045 -3.38928 -3.52217  C48 1.090
88 H -8.43228 -2.79879 3.12584  C44 1.090
89 H 3.72183 1.79691 0.70098  C102 1.090
90 H -1.08915 -4.33135 -3.81671  C48 1.090
91 H 1.59330 -0.87022 4.67539  C47 1.090
92 C 3.48940 2.23766 7.64858  C84 1.565, H106 1.090, H122 1.090, C143 1.531
93 H -9.43636 -1.53563 2.03850  C44 1.090
94 H 0.68408 2.05117 4.27761  C7 1.090
95 H 3.91215 -1.58309 -0.87818  C137 1.090
96 O 1.69689 -1.88110 -2.48725  C49 1.326, H57 0.960
97 H 5.18153 0.87887 -2.80051  C126 1.090
98 N 4.27896 0.47324 -0.83608  C43 1.519, C102 1.583, C126 1.536, C137 1.523
99 H -3.94324 0.24772 -1.48675  C107 1.090
100 H 1.74699 -6.26789 -0.11944  C75 1.090
101 H -1.25220 3.00833 -3.92670  C125 1.090
102 C 3.67607 1.86591 -0.38587  C28 1.491, H89 1.090, N98 1.583, H104 1.090
103 H 5.45348 1.29815 7.27811  C143 1.090
104 H 2.64283 1.78098 -0.72248  C102 1.090
105 H 4.60496 4.87425 -4.63459  C139 1.090
106 H 2.66368 2.30435 8.35698  C92 1.090
107 C -4.50708 -0.61684 -1.83708  C30 1.532, C60 1.519, H99 1.090, H120 1.090
108 H 2.41570 -4.65476 -0.74263  C75 1.090
109 C -5.50695 -2.75703 -1.17153  H34 1.090, H42 1.090, C60 1.491, N127 1.554
110 H -1.33193 -4.56948 1.16518  C149 1.090
111 C -1.44623 -3.77223 -1.61112  H14 1.090, H32 1.090, C36 1.584, C48 1.568
112 H -0.04464 4.39634 -1.69526  C11 1.090
113 H 2.25019 2.54391 5.69805  C84 1.090
114 H -8.73688 -3.11456 -2.17126  C145 1.090
115 O -1.31950 0.42180 -0.87827  H8 0.960, C21 1.296
116 H -1.35959 6.00980 -3.65273  C16 1.090
117 O 1.21949 -2.15294 -4.55083  C49 1.188
118 H -6.89915 -0.93041 0.24179  C35 1.090
119 H -2.38484 -5.08731 -3.02443  C48 1.090
120 H -4.05880 -1.13819 -2.68286  C107 1.090
121 H 3.88160 1.95118 5.51862  C84 1.090
122 H 3.84460 3.26228 7.75850  C92 1.090
123 C 2.83791 3.84815 -3.97818  H17 1.090, H18 1.090, C20 1.624, C139 1.579
124 H -7.66092 -4.23661 -1.12452  C145 1.090
125 C -1.72056 3.91432 -3.54210  C16 1.559, C33 1.565, H101 1.090, H141 1.090
126 C 4.27563 0.45069 -2.37143  H67 1.090, H97 1.090, N98 1.536, H130 1.090
127 N -6.98842 -2.34734 -1.40104  C35 1.611, C52 1.519, C109 1.554, C145 1.562
128 C 2.82757 -3.56713 1.81190  H25 1.090, C45 1.536, C66 1.492, H131 1.090
129 C 1.11604 0.66513 7.07844  H13 1.090, N51 1.556, H59 1.090, H85 1.090
130 H 4.21392 -0.60538 -2.63411  C126 1.090
131 H 3.61321 -3.05623 1.25525  C128 1.090
132 H 0.90545 2.91667 -3.54624  C20 1.090
133 O -0.12480 2.19024 -0.39474  C21 1.252
134 H 4.05231 -0.62506 5.73696  C79 1.090
135 H 4.61465 3.13026 -1.90646  C28 1.090
136 H 0.55668 -4.48813 -1.97488  C36 1.090
137 C 3.45590 -0.72538 -0.38394  H10 1.090, H95 1.090, N98 1.523, H138 1.090
138 H 3.37157 -0.81378 0.69919  C137 1.090
139 C 3.54192 5.11370 -4.60781  C6 1.500, H81 1.090, H105 1.090, C123 1.579
140 C 1.27493 6.42341 -4.25302  C6 1.631, H46 1.090, N82 1.584, H151 1.090
141 H -2.06507 3.99422 -2.51107  C125 1.090
142 H -8.40401 -3.66590 0.78023  C58 1.090
143 C 4.59922 1.22725 7.95140  H4 1.090, C92 1.531, H103 1.090, C146 1.546
144 H -3.68171 4.75999 -3.99551  C33 1.090
145 C -7.76552 -3.57123 -1.98151  H114 1.090, H124 1.090, N127 1.562, H150 1.090
146 C 4.08768 -0.22944 7.86425  H22 1.090, H68 1.090, C79 1.592, C143 1.546
147 O 3.02917 -3.06134 -3.86932  C49 1.259
148 H 3.38650 7.27289 -4.50285  C6 1.090
149 C -0.46713 -5.23216 1.13259  H37 1.090, N55 1.591, H73 1.090, H110 1.090
150 H -7.29016 -4.12582 -2.79057  C145 1.090
151 H 0.87850 7.31934 -3.77526  C140 1.090

Here are the Mulliken charges for atoms 1 to 4, given in e: 0.6624 0.2454 0.3447 0.3340